Density functional theory data (ωB97M-V/def2-TZVPD) for C4H7NO2 in the gas phase.

## Properties
HOMO-LUMO gap in eV: 10.944
Energy above the lowest of the compared OMol25 structures with the same formula, charge and spin in kcal/mol: 36.2
Molar mass in g mol⁻¹: 101.1
Charge: 0
DFT total energy in eV: -9845.7093
2S+1: 1
Highest occupied orbital energy in eV: -10.167

Last column: Löwdin charge in e.
Element x y z (Å)
H (-1.0260, -1.1231, -0.7926)  0.042
N (-0.8500, -0.2700, -1.3214)  0.170
C (-0.0130, 0.5077, -0.7764)  -0.495
C (0.4038, 1.8096, -1.3929)  -0.013
O (0.6494, 0.3380, 0.4096)  -0.051
C (0.5693, -0.9097, 1.0646)  -0.150
C (-0.8207, -1.3035, 1.5376)  -0.248
O (-1.0651, -2.4270, 1.9023)  0.064
H (1.4758, 1.7802, -1.6130)  0.088
H (-0.1558, 1.9878, -2.3111)  0.083
H (0.2357, 2.6286, -0.6873)  0.086
H (0.9899, -1.7251, 0.4620)  0.143
H (1.1893, -0.7963, 1.9597)  0.142
H (-1.5826, -0.4972, 1.5589)  0.138

Atomic forces in eV per Å
H 0.0 0.0 -0.1
N 0.3 0.1 0.2
C -0.1 0.0 -0.2
C 0.0 0.0 0.0
O -0.1 0.1 0.0
C 0.0 -0.2 0.1
C 0.0 -0.3 0.2
O 0.0 0.5 -0.2
H -0.1 0.0 0.0
H 0.1 -0.1 0.2
H 0.0 -0.1 -0.1
H -0.1 0.1 0.0
H -0.1 -0.1 -0.1
H 0.1 -0.1 0.0



Density functional theory data (ωB97M-V/def2-TZVPD) for a molecular structure, C4H11N3.

## Properties
HOMO-LUMO gap in eV: 8.155
Energy above the lowest of the compared OMol25 structures with the same formula, charge and spin in kcal/mol: 68.7
Molar mass in g mol⁻¹: 101.2
Charge: 0
DFT total energy in eV: -8794.6399
2S+1: 1
Highest occupied orbital energy in eV: -7.226

Last column: Löwdin charge in e.
Element x y z (Å)
C (-0.4885, 0.3418, -0.7599)  -0.447
C (-0.8879, -0.2344, -2.1084)  -0.062
N (-0.0600, -0.6704, 0.1695)  -0.025
C (1.0017, -0.3860, 1.0157)  -0.532
N (-1.7741, 0.7127, 0.0134)  0.040
N (2.0933, 0.2749, 0.4048)  0.076
C (0.9960, -0.6791, 2.3299)  -0.008
H (-1.2356, -0.4087, 0.6844)  0.194
H (0.1953, 1.1939, -0.8494)  0.128
H (-1.5884, 1.4466, 0.6919)  0.097
H (-2.5507, 1.0329, -0.5622)  0.092
H (2.3637, -0.1557, -0.4703)  0.085
H (2.8850, 0.3821, 1.0241)  0.079
H (-1.5888, -1.0590, -1.9727)  0.079
H (-1.3561, 0.5183, -2.7448)  0.071
H (-0.0048, -0.6396, -2.5994)  0.075
H (0.1206, -1.1045, 2.7937)  0.031
H (1.8794, -0.5657, 2.9397)  0.029

Atomic forces in eV per Å
C -1.1 0.4 0.2
C 0.0 0.1 0.2
N -1.7 0.1 1.2
C 0.2 0.2 0.4
N 0.2 1.2 -1.0
N -0.2 -0.1 0.0
C 0.0 0.0 -0.2
H 2.6 -1.7 -0.7
H -0.1 -0.1 0.0
H 0.2 0.1 -0.1
H -0.1 -0.1 0.0
H 0.0 0.0 0.0
H -0.1 -0.1 -0.1
H 0.0 0.0 0.1
H 0.1 0.0 -0.1
H 0.0 0.1 -0.1
H -0.1 0.0 0.0
H 0.1 0.0 0.0



Density functional theory data (ωB97M-V/def2-TZVPD) for 3 unconnected molecules or ions with the total composition CH2N2O3.

## Properties
HOMO-LUMO gap (alpha / beta) in eV: 9.338 / 9.345
Energy above the lowest of the compared OMol25 structures with the same formula, charge and spin in kcal/mol: 46.1
Molar mass in g mol⁻¹: 90.0
Charge: 0
DFT total energy in eV: -10188.0976
2S+1: 1
Highest occupied orbital energy (alpha / beta) in eV: -10.502 / -10.508

Last column: Löwdin charge in e.
Element x y z (Å)
C (4.2339, 2.0585, -0.2947)  -0.450
N (3.4557, 2.7804, -0.8338)  0.188
N (-1.9194, -4.0562, 0.2969)  0.103
O (5.0181, 1.5527, 0.3462)  0.189
O (-0.1030, -3.6802, 0.0659)  -0.267
O (-2.5546, -3.1148, 0.1515)  0.104
H (0.2812, -4.6591, 0.0809)  0.061
H (2.5407, 2.6423, -1.1925)  0.074

Atomic forces in eV per Å
C -1.9 1.2 -0.4
N -0.6 1.0 -1.0
N 0.8 2.7 -0.7
O 2.7 -2.0 1.6
O -1.7 -3.2 0.3
O 2.2 -2.4 0.4
H -1.3 3.0 0.0
H -0.3 -0.2 -0.2



Density functional theory data (ωB97M-V/def2-TZVPD) for C5H7NOS in the gas phase.

## Properties
HOMO-LUMO gap in eV: 9.734
Energy above the lowest of the compared OMol25 structures with the same formula, charge and spin in kcal/mol: 43.6
Molar mass in g mol⁻¹: 129.2
Charge: 0
DFT total energy in eV: -19669.7124
2S+1: 1
Highest occupied orbital energy in eV: -9.047

Last column: Löwdin charge in e.
Element x y z (Å)
C (-1.3928, -0.0657, -0.2682)  -0.043
C (0.1304, -0.3074, -0.1152)  -0.501
N (0.5754, -1.4643, -0.7206)  0.191
C (0.2058, -2.5638, -1.0698)  -0.296
O (0.0845, -3.6834, -1.3240)  0.175
C (0.7337, 0.2772, 1.1674)  -0.100
C (0.9682, 0.9529, -0.1339)  -0.582
S (0.3029, 2.6413, -0.2575)  0.743
H (-1.7225, -0.0030, -1.4060)  0.124
H (-1.6560, 0.9074, 0.1046)  0.027
H (-1.9414, -0.9600, 0.0762)  0.083
H (0.1289, 0.8339, 1.9209)  0.110
H (1.5635, -0.1860, 1.6063)  0.088
H (1.9601, 1.0078, -0.6533)  0.109
H (0.0592, 2.6131, 1.0731)  -0.127

Atomic forces in eV per Å
C 0.1 -1.0 -2.9
C -2.5 2.3 0.5
N 0.5 -1.6 -0.8
C 1.2 2.0 1.5
O -0.6 -1.1 -0.8
C -0.4 0.2 -0.1
C 1.1 1.0 -1.2
S -0.2 -0.5 0.5
H 1.1 -0.1 2.0
H -0.4 0.0 0.7
H 0.1 0.7 0.5
H 0.1 -0.8 -0.8
H 1.1 -0.9 0.5
H -0.9 -0.8 0.9
H -0.1 0.6 -0.5



Q: Look up the charge of the fourth one.
A: 0



Q: DFT total energy of number 4 (C5H7NOS)?
A: -19669.7124 eV



Q: Look up the energy above the lowest of the compared OMol25 structures with the same formula, charge and spin of the fourth one.
A: 43.6 kcal/mol



Q: Number 4 is which compound?
A: C5H7NOS